Molecular formula: C8H5N2SSe3TeY
Method: DFT, ωB97M-V with the def2-TZVPD basis set

Energy above the lowest of the compared OMol25 structures with the same formula, charge and spin, eV: 0.4026
Lowest unoccupied orbital energy, eV: -0.76
Molar mass, g/mol: 614.60
HOMO-LUMO gap, eV: 7.19

Structure (ORCA input):
```
! RIJCOSX wB97M-V def2-TZVPD def2/J DEFGRID3
* xyz 0 1
Y 1.562 -1.625 1.918
Se -0.066 -3.771 1.443
Se -1.533 -2.008 1.953
Te -0.928 -1.303 4.299
Se 0.995 0.270 3.830
N 4.165 -2.804 0.204
C 3.423 -2.358 0.963
S 0.255 -0.806 -2.719
C 0.998 -1.301 -1.260
N 0.780 -0.562 -0.209
C -0.051 0.497 -0.516
C -0.521 1.468 0.370
C -1.369 2.441 -0.112
C -1.730 2.484 -1.460
C -1.268 1.541 -2.353
C -0.444 0.537 -1.868
H 1.620 -2.185 -1.244
H -0.212 1.463 1.407
H -1.763 3.181 0.567
H -2.373 3.275 -1.814
H -1.542 1.567 -3.395
*
```


Molecular formula: C17H31N4O6P
Method: DFT, ωB97M-V with the def2-TZVPD basis set

Lowest unoccupied orbital energy, eV: -1.27
Molar mass, g/mol: 418.43
HOMO-LUMO gap, eV: 7.68

Structure (ORCA input):
```
! RIJCOSX wB97M-V def2-TZVPD def2/J DEFGRID3
* xyz 0 1
C -3.474 0.769 1.174
C -2.722 1.827 0.379
C -1.663 1.276 -0.527
C -1.610 0.007 -1.059
C -0.555 -0.349 -1.886
C 0.479 0.549 -2.173
C 1.685 0.106 -3.013
O 2.727 0.709 -2.696
O 1.424 -0.791 -3.804
C 0.397 1.804 -1.648
P 1.659 3.106 -1.884
O 2.580 3.212 -0.737
N -0.662 2.113 -0.856
H -2.806 0.305 1.899
H -3.889 -0.014 0.547
H -4.293 1.230 1.717
H -2.204 2.465 1.099
H -3.413 2.437 -0.205
H -2.383 -0.709 -0.832
H -0.495 -1.333 -2.329
H 2.191 2.870 -3.142
H 0.831 4.239 -2.043
H -0.699 3.043 -0.456
C -6.074 5.244 -1.250
C -6.036 4.229 -0.131
O -5.773 3.053 -0.337
N -6.314 4.669 1.122
C -6.650 6.015 1.548
H -5.836 4.732 -2.177
H -7.064 5.691 -1.337
H -5.346 6.038 -1.083
H -6.284 3.945 1.821
H -5.926 6.381 2.277
H -7.639 6.037 2.008
H -6.653 6.689 0.699
C 3.805 -2.095 1.923
C 2.448 -1.843 1.308
O 1.532 -2.652 1.407
N 2.281 -0.683 0.638
C 3.221 0.409 0.404
H 3.785 -3.059 2.423
H 4.577 -2.109 1.153
H 4.048 -1.324 2.654
H 1.357 -0.592 0.244
H 2.829 1.333 0.821
H 3.368 0.550 -0.666
H 4.179 0.197 0.868
C 5.961 -7.177 0.091
C 5.020 -7.331 1.266
O 5.293 -8.043 2.218
N 3.853 -6.640 1.218
C 3.368 -5.752 0.174
H 6.839 -7.786 0.282
H 5.490 -7.510 -0.834
H 6.269 -6.137 -0.030
H 3.267 -6.780 2.026
H 3.191 -4.758 0.586
H 2.423 -6.125 -0.223
H 4.086 -5.682 -0.636
*
```


Molecular formula: C14H36N8O22
Method: DFT, ωB97M-V with the def2-TZVPD basis set

Energy above the lowest of the compared OMol25 structures with the same formula, charge and spin, eV: 1.3188
Lowest unoccupied orbital energy, eV: -0.35
Molar mass, g/mol: 668.48
HOMO-LUMO gap, eV: 10.64

Structure (ORCA input):
```
! RIJCOSX wB97M-V def2-TZVPD def2/J DEFGRID3
* xyz 0 1
C 16.668 15.288 -17.655
N 18.122 15.427 -17.443
O 18.524 16.490 -17.029
O 18.835 14.487 -17.715
H 16.172 15.767 -16.811
H 16.519 14.209 -17.701
H 16.358 15.770 -18.582
C 13.202 10.522 -19.960
N 13.142 9.953 -21.322
O 12.163 9.238 -21.628
O 14.107 10.221 -22.080
H 13.860 9.821 -19.448
H 12.230 10.498 -19.468
H 13.668 11.507 -19.989
C 19.005 9.239 -18.610
N 18.451 8.336 -19.714
O 17.355 7.808 -19.502
O 19.198 8.000 -20.626
H 18.648 8.756 -17.700
H 18.362 10.104 -18.773
H 20.072 9.423 -18.728
C 21.389 19.020 -20.392
N 22.193 20.270 -20.347
O 22.226 20.838 -21.426
O 22.323 20.775 -19.207
H 21.551 18.564 -21.368
H 20.338 19.126 -20.123
H 21.667 18.384 -19.552
C 22.745 13.385 -14.852
N 23.382 14.631 -15.131
O 23.810 14.845 -16.243
O 23.402 15.516 -14.252
H 21.679 13.598 -14.777
H 23.104 13.148 -13.850
H 22.996 12.640 -15.608
C 18.324 15.746 -10.997
N 17.182 14.854 -11.234
O 16.548 14.427 -10.305
O 16.997 14.644 -12.421
H 19.245 15.331 -11.407
H 18.413 15.749 -9.910
H 18.098 16.769 -11.297
C 19.895 12.639 -22.751
N 19.045 13.815 -22.512
O 19.383 14.859 -22.941
O 17.966 13.608 -21.917
H 20.497 12.780 -23.649
H 19.240 11.810 -23.019
H 20.466 12.529 -21.829
C 16.776 22.084 -20.372
N 16.267 20.904 -21.188
O 15.869 21.076 -22.346
O 16.159 19.844 -20.634
H 15.936 22.560 -19.866
H 17.168 22.723 -21.163
H 17.553 21.875 -19.637
C 16.918 24.289 -11.403
O 18.114 23.785 -11.873
C 18.376 22.493 -11.758
O 17.913 21.707 -10.975
O 19.343 22.271 -12.595
C 19.909 21.002 -12.824
H 16.250 24.644 -12.187
H 17.149 25.124 -10.742
H 16.350 23.645 -10.732
H 19.211 20.347 -13.347
H 20.141 20.519 -11.875
H 20.808 20.962 -13.438
C 11.552 16.668 -20.770
O 10.579 16.890 -19.830
C 10.497 16.166 -18.714
O 11.419 15.474 -18.257
O 9.192 16.265 -18.177
C 8.213 17.029 -18.755
H 12.543 16.571 -20.328
H 11.554 17.512 -21.460
H 11.166 15.896 -21.436
H 8.193 16.781 -19.816
H 8.417 18.099 -18.740
H 7.275 16.819 -18.242
*
```


Molecular formula: C8H16N5
Method: DFT, ωB97M-V with the def2-TZVPD basis set

Energy above the lowest of the compared OMol25 structures with the same formula, charge and spin, eV: 1.4139
Lowest unoccupied orbital energy, eV: -4.28
Molar mass, g/mol: 182.25
HOMO-LUMO gap, eV: 8.11

Structure (ORCA input):
```
! RIJCOSX wB97M-V def2-TZVPD def2/J DEFGRID3
* xyz 1 1
C 3.311 -0.353 -0.307
N 1.948 -0.138 -0.011
C 1.120 -1.282 -0.116
N -0.131 -1.144 0.564
C -0.794 -2.347 0.450
C -0.808 -0.057 -0.143
C 0.028 1.197 0.184
N -0.573 2.189 0.683
C -1.896 1.775 0.749
N -2.153 0.417 0.318
C -3.171 0.156 -0.692
C 1.463 1.071 0.088
N 2.242 2.127 0.245
H 3.908 -0.500 0.523
H 3.629 0.526 -0.901
H 3.606 -1.261 -1.049
H 1.570 -2.039 0.518
H 1.013 -1.573 -1.185
H -1.853 -2.135 0.918
H -1.043 -2.966 -0.473
H -0.272 -2.990 1.052
H -0.917 -0.318 -1.201
H -2.343 1.932 1.763
H -2.436 2.415 0.111
H -2.727 -0.347 -1.609
H -3.906 -0.558 -0.171
H -3.771 1.076 -0.945
H 1.754 2.987 0.256
H 3.202 2.139 0.380
*
```


| no. | energy (eV) |
| --- | --- |
| 1 | -226571.238 |
| 2 | -45666.873 |
| 3 | -72041.790 |
| 4 | -15997.444 |